No. 1
The following is a DFT calculation (ωB97M-V/def2-TZVPD) of C6H24N12NiO6 as an isolated structure in a non-equilibrium geometry.

Calculated values
* HOMO energy (spin up / spin down): -12.83 / -12.83 eV
* total charge: +2
* relative energy (zero: lowest compared OMol25 entry of this formula, charge and spin): 1398.28 kJ/mol
* HOMO-LUMO gap (spin up / spin down): 5.3 / 1.8 eV
* multiplicity: 3
* E_LUMO (spin up / spin down): -0.2759 / -0.4044 Ha
* E: -2859.17129 Ha

Each line ends with the Mulliken charge.
Cartesian coordinates (Å):
Ni (34.010, -15.603, 2.684)  1.00
C (33.878, -12.055, -1.978)  0.70
O (33.687, -12.639, -0.925)  -0.72
N (34.182, -12.707, -2.995)  -0.36
N (33.775, -10.787, -2.259)  -0.39
H (34.310, -12.229, -3.875)  0.16
H (34.312, -13.697, -2.845)  0.22
H (34.031, -10.424, -3.166)  0.18
H (33.662, -10.144, -1.488)  0.21
C (31.634, -20.316, -0.400)  0.65
O (32.191, -19.329, 0.132)  -0.70
N (30.998, -21.220, 0.299)  -0.36
N (31.566, -20.554, -1.662)  -0.37
H (30.470, -21.927, -0.192)  0.17
H (30.921, -21.160, 1.305)  0.21
H (31.016, -21.239, -2.160)  0.18
H (32.052, -19.922, -2.283)  0.22
C (35.430, -10.296, 5.359)  0.83
O (35.064, -11.466, 4.932)  -0.18
N (34.896, -9.730, 6.303)  -0.29
N (36.105, -9.444, 4.689)  -0.38
H (34.191, -10.167, 6.879)  0.27
H (34.923, -8.722, 6.262)  0.23
H (36.329, -9.750, 3.753)  0.24
H (36.463, -8.562, 5.027)  0.25
C (36.480, -19.417, 6.745)  0.66
O (35.845, -18.641, 6.028)  -0.67
N (36.863, -19.193, 8.003)  -0.42
N (36.782, -20.655, 6.375)  -0.39
H (36.536, -18.239, 8.064)  0.23
H (37.290, -19.821, 8.669)  0.21
H (37.044, -21.329, 7.080)  0.17
H (36.619, -20.990, 5.436)  0.20
C (39.409, -16.305, 0.854)  0.71
O (38.319, -15.817, 1.087)  -0.69
N (40.374, -15.565, 0.467)  -0.40
N (39.773, -17.543, 0.764)  -0.38
H (41.265, -15.953, 0.192)  0.17
H (40.106, -14.592, 0.441)  0.21
H (39.087, -18.282, 0.712)  0.20
H (40.720, -17.879, 0.658)  0.18
C (28.536, -15.997, 4.885)  0.61
O (29.744, -15.842, 4.646)  -0.67
N (28.008, -16.040, 6.065)  -0.38
N (27.665, -16.183, 3.948)  -0.43
H (27.199, -16.633, 6.182)  0.22
H (28.379, -15.445, 6.792)  0.21
H (26.704, -15.873, 3.979)  0.22
H (27.855, -16.186, 2.956)  0.22

***

No. 2
The following is a DFT calculation (ωB97M-V/def2-TZVPD) of a 2-piece molecular cluster, CH3ClN2 overall in a non-equilibrium geometry.

Calculated values
* HOMO energy: -9.34 eV
* relative energy (zero: lowest compared OMol25 entry of this formula, charge and spin): 354.49 kJ/mol
* HOMO-LUMO gap: 10.2 eV
* E_LUMO: 0.0327 Ha
* E: -609.49768 Ha

Each line ends with the Mulliken charge.
Cartesian coordinates (Å):
C (-0.818, 0.526, 0.405)  -0.26
N (-1.612, 0.572, -0.404)  -0.10
N (1.208, -1.102, 0.181)  -0.54
Cl (0.356, -2.109, -0.958)  -0.12
H (0.646, -1.451, 0.944)  0.35
H (-2.519, 0.554, -0.872)  0.28
H (1.054, -0.077, 0.116)  0.37

***

No. 3
The following is a DFT calculation (ωB97M-V/def2-TZVPD) of one molecule with the formula C3H3N3O2 in a non-equilibrium geometry.

Calculated values
* HOMO energy: -10.06 eV
* relative energy (zero: lowest compared OMol25 entry of this formula, charge and spin): 270.51 kJ/mol
* HOMO-LUMO gap: 10.7 eV
* E_LUMO: 0.0230 Ha
* E: -430.81795 Ha

Each line ends with the Mulliken charge.
Cartesian coordinates (Å):
C (1.171, 1.726, -0.483)  0.18
C (-0.272, -0.141, -0.143)  0.59
C (-0.037, -1.453, -0.497)  -0.43
H (1.327, 2.553, -1.227)  0.33
H (0.650, -1.853, -1.281)  0.35
H (-1.534, 0.562, 1.398)  0.26
N (-0.729, -2.246, 0.418)  -0.24
N (-1.446, -1.477, 1.204)  -0.54
N (-1.086, -0.224, 0.907)  0.28
O (1.951, 1.475, 0.408)  -0.44
O (0.006, 1.078, -0.703)  -0.34

***

No. 4
The following is a DFT calculation (ωB97M-V/def2-TZVPD) of CH3NO2S as an isolated structure in a non-equilibrium geometry.

Calculated values
* HOMO energy (spin up / spin down): -6.44 / -10.61 eV
* relative energy (zero: lowest compared OMol25 entry of this formula, charge and spin): 384.97 kJ/mol
* HOMO-LUMO gap (spin up / spin down): 6.8 / 7.8 eV
* multiplicity: 3
* E_LUMO (spin up / spin down): 0.0126 / -0.1040 Ha
* E: -643.05419 Ha

Each line ends with the Mulliken charge.
Cartesian coordinates (Å):
C (-0.118, 0.589, 0.275)  -0.54
N (-0.615, -0.936, -0.888)  0.76
O (-0.669, -2.039, -0.403)  -0.45
O (-0.702, -0.545, -2.024)  -0.44
S (0.916, 0.103, 1.572)  -0.06
H (0.237, 1.316, -0.467)  0.36
H (-1.016, 0.909, 0.832)  0.25
H (1.967, 0.604, 1.103)  0.13

***

No. 5
The following is a DFT calculation (ωB97M-V/def2-TZVPD) of a 2-piece molecular cluster, C5H14S overall in a non-equilibrium geometry.

Calculated values
* HOMO energy: -8.48 eV
* relative energy (zero: lowest compared OMol25 entry of this formula, charge and spin): 40.52 kJ/mol
* HOMO-LUMO gap: 9.5 eV
* E_LUMO: 0.0369 Ha
* E: -597.06187 Ha

Each line ends with the Mulliken charge.
Cartesian coordinates (Å):
C (-1.135, -0.013, -0.629)  -0.30
C (-1.395, -1.294, 0.167)  -1.11
C (-0.485, 2.711, -0.458)  -0.84
S (-1.381, 1.410, 0.479)  -0.12
H (-0.142, 0.026, -1.071)  0.20
H (-1.803, 0.077, -1.488)  0.36
H (-0.719, -2.116, -0.037)  0.27
H (-2.437, -1.612, 0.089)  0.34
H (-1.015, 3.643, -0.271)  0.32
H (0.557, 2.868, -0.174)  0.28
H (-0.461, 2.497, -1.524)  0.28
H (-1.358, -1.052, 1.235)  0.33
C (2.957, -2.021, 0.741)  -0.89
C (2.405, -1.768, -0.666)  -0.37
H (2.190, -2.529, 1.325)  0.25
H (3.861, -2.629, 0.722)  0.31
H (3.226, -1.113, 1.283)  0.29
H (2.019, -2.726, -1.022)  0.25
H (3.138, -1.465, -1.410)  0.36
H (1.584, -1.062, -0.644)  -0.19

***

No. 6
The following is a DFT calculation (ωB97M-V/def2-TZVPD) of one molecule with the formula C4H7NO.

Calculated values
* HOMO energy: -8.61 eV
* relative energy (zero: lowest compared OMol25 entry of this formula, charge and spin): 324.87 kJ/mol
* HOMO-LUMO gap: 9.4 eV
* E_LUMO: 0.0282 Ha
* E: -286.50791 Ha

Each line ends with the Mulliken charge.
Cartesian coordinates (Å):
O (2.116, 0.405, -1.075)  -0.53
C (0.837, 0.600, -0.662)  0.04
C (-1.242, -0.821, -0.802)  -0.57
N (-1.613, 0.063, 0.032)  -0.44
C (-0.755, 0.068, 1.203)  -0.35
C (0.508, 0.679, 0.648)  -0.61
H (2.529, -0.118, -0.376)  0.35
H (0.186, 0.777, -1.511)  0.44
H (-0.560, -1.649, -0.546)  0.32
H (-1.551, -0.752, -1.844)  0.43
H (-0.524, -0.959, 1.565)  0.20
H (-1.186, 0.613, 2.050)  0.33
H (1.255, 1.094, 1.317)  0.41